[1]
Computed, not measured: a structure of composition C23H23AsFeP in a non-equilibrium geometry, with ωB97M-V with the def2-TZVPD basis set.

Calculated values
total energy: -128732.489 eV
⟨S²⟩: 8.790
orbital gap (spin up / spin down): 4.28 / 7.61 eV
ΔE to the lowest compared entry with this formula, charge and spin: 0.0000 eV
spin multiplicity: 6
net charge: 0
E_HOMO (spin up / spin down): -4.0 / -8.0 eV

Each line ends with the Mulliken charge.
Geometry (Å):
C: -0.636065 -0.505158 -4.010918  -0.28
C: -1.346501 0.746492 -4.067682  -0.82
C: -0.433272 1.826991 -3.888859  -0.54
C: 0.871438 1.273636 -3.645870  -0.77
C: 0.806394 -0.161577 -3.750533  -0.36
Fe: -0.032457 -1.093351 -1.885012  -0.40
P: -0.054018 -3.296500 -1.901097  -0.20
H: -0.972505 -1.447887 -4.430357  0.59
H: -2.414125 0.841103 -4.267871  0.44
H: -0.676694 2.918662 -3.924888  0.37
H: 1.633967 -0.834899 -3.950197  0.66
H: 1.787398 1.835604 -3.465210  0.42
H: 1.145114 -3.865004 -2.500649  0.11
H: -1.201729 -3.870547 -2.583926  0.09
H: -0.101600 -3.736858 -0.518057  0.13
C: -0.513556 4.209570 2.718213  -0.50
C: 0.537537 4.145499 1.801564  -0.56
C: 0.637237 3.061716 0.918586  -0.35
C: -0.310379 2.044184 0.990850  0.03
C: -1.392562 2.115042 1.875669  -0.09
C: -1.477012 3.201401 2.751717  -0.60
As: 0.015071 0.410195 -0.185766  1.51
C: 1.707415 -0.176095 0.655345  0.30
C: 2.694988 -0.730897 -0.157243  -0.45
C: 3.871238 -1.232897 0.425529  -0.65
C: 4.067571 -1.128127 1.815318  -0.50
C: 3.109267 -0.508361 2.608366  -0.57
C: 1.921348 -0.014110 2.043058  -0.41
C: -1.373422 -0.792883 0.574757  0.01
C: -1.048253 -1.670515 1.613554  -0.07
C: -2.028567 -2.547693 2.081059  -0.54
C: -3.316664 -2.532521 1.533766  -0.54
C: -3.648848 -1.610651 0.540437  -0.67
C: -2.682637 -0.711848 0.070274  -0.47
H: -0.584958 5.051348 3.403060  0.36
H: 1.286810 4.929629 1.773554  0.38
H: 1.452654 3.005493 0.196809  0.37
H: -2.151339 1.327827 1.888488  0.31
H: -2.294741 3.247093 3.461995  0.39
H: 2.548305 -0.793275 -1.236564  0.36
H: 4.635071 -1.710756 -0.191680  0.38
H: 4.980598 -1.534919 2.254751  0.36
H: 3.269648 -0.402801 3.689405  0.36
H: 1.188355 0.486805 2.666199  0.49
H: -0.043286 -1.684305 2.026262  0.37
H: -1.786875 -3.261178 2.877740  0.35
H: -4.065169 -3.246817 1.880944  0.37
H: -4.657674 -1.597491 0.130481  0.40
H: -2.922539 0.021637 -0.705383  0.45

Force components x, y, z for each atom (eV/Å):
C 1.4 1.2 0.3
C 1.0 0.0 0.1
C 0.4 -0.6 0.3
C -1.1 -0.5 -0.5
C -1.8 0.5 -0.3
Fe -0.1 1.4 -2.2
P -0.1 -1.6 -0.1
H 0.0 0.2 0.0
H 0.3 0.0 0.1
H 0.2 -1.3 0.2
H 0.0 0.1 0.1
H -0.3 -0.1 0.0
H -1.1 -0.1 0.6
H 0.8 -0.5 0.6
H 0.0 -0.3 -1.2
C 0.0 -0.1 -0.1
C -0.1 -0.3 -0.3
C -0.4 0.3 0.6
C -0.1 -0.3 0.2
C 0.4 0.3 -0.1
C 0.1 -0.1 -0.3
As 0.1 1.3 1.8
C -0.5 0.8 0.6
C 0.8 -0.5 0.7
C -0.4 0.3 0.1
C 0.0 -0.1 -0.4
C -0.3 0.2 0.2
C 0.7 -0.5 -0.7
C 0.6 1.0 0.1
C -0.7 -0.6 0.0
C 0.3 0.0 0.1
C -0.1 0.0 -0.1
C 0.3 0.1 -0.1
C 0.0 -0.6 -0.1
H 0.0 -0.1 -0.1
H -0.1 0.0 0.0
H -0.1 0.0 0.2
H 0.3 0.2 0.1
H 0.0 0.1 0.0
H 0.0 0.0 0.2
H -0.2 0.2 0.1
H -0.3 0.2 -0.1
H 0.0 -0.1 -0.5
H 0.0 -0.1 -0.1
H -0.2 0.0 0.0
H -0.1 0.3 -0.3
H 0.2 0.2 0.0
H 0.2 0.0 0.1
H 0.0 -0.2 0.3

[2]
Computed, not measured: the molecule C6H9P in a non-equilibrium geometry, with ωB97M-V with the def2-TZVPD basis set.

Calculated values
total energy: -15649.852 eV
⟨S²⟩: 2.006
orbital gap (spin up / spin down): 7.44 / 7.20 eV
ΔE to the lowest compared entry with this formula, charge and spin: 2.3420 eV
spin multiplicity: 3
net charge: 0
E_HOMO (spin up / spin down): -6.5 / -9.5 eV

Each line ends with the Mulliken charge.
Geometry (Å):
C: -1.481836 -0.354825 -0.234680  -0.74
C: -0.089828 -0.207611 0.202772  1.01
C: 0.324163 0.992202 1.044913  -0.84
C: 1.615308 1.295939 -1.255835  -0.76
C: 0.793406 0.784540 -0.391639  0.24
C: 0.613902 -1.622158 0.431331  -1.48
P: -2.850981 0.271352 0.498628  -0.17
H: -1.545724 -0.870370 -1.165297  0.45
H: -0.592747 1.628770 1.140438  0.24
H: 1.044568 0.864196 1.783446  0.31
H: 1.683003 1.098361 -2.315757  0.29
H: 1.791632 2.380103 -0.987036  0.23
H: -3.867835 -0.603908 -0.061601  0.04
H: 1.190248 -1.571221 1.323045  0.37
H: 1.320638 -1.586264 -0.359354  0.41
H: 0.052089 -2.499107 0.346626  0.39

Force components x, y, z for each atom (eV/Å):
C 3.6 -1.6 -2.0
C 0.2 -2.5 0.7
C -2.1 0.3 -2.8
C -0.5 3.1 -0.6
C -1.2 0.0 2.0
C 0.6 2.9 -0.6
P -4.3 2.0 1.5
H -0.2 0.0 -0.9
H 1.4 0.0 0.4
H 0.8 0.0 1.4
H 0.3 -0.7 0.1
H 0.8 -1.3 -0.4
H 0.7 0.0 0.6
H 0.3 -0.2 1.0
H 0.9 -0.7 -0.8
H -1.3 -1.0 0.1

[3]
Computed, not measured: the ion C23H46BrFN3O6 with charge +1 in a non-equilibrium geometry, with ωB97M-V with the def2-TZVPD basis set.

Calculated values
SMILES: CCO[C@@]1(CC(=O)F)[N@@H+](COCOCCO)CCN(OC[C@@H](C)CC(C)C)[C@]1(Br)CCCCN
total energy: -114103.027 eV
orbital gap: 9.19 eV
net charge: +1
E_HOMO: -11.4 eV

Each line ends with the Mulliken charge.
Geometry (Å):
C: 0.035161 4.779830 -0.667923  -0.98
C: 0.320524 3.292785 -0.837086  -0.37
O: -0.580953 2.575461 0.028292  -0.10
C: -0.267132 1.314726 0.505344  -0.78
C: 1.012895 1.331598 1.372412  -0.70
C: 1.205293 2.562287 2.230219  0.09
O: 2.194636 3.118201 2.418748  -0.42
F: 0.032427 2.989906 2.799130  -0.27
N: -1.461040 1.113315 1.473108  0.58
C: -2.771219 1.694188 1.002186  -0.58
O: -2.812913 2.945892 1.596544  -0.41
C: -3.649522 3.867521 0.928222  -0.55
O: -3.001800 4.349016 -0.201171  -0.23
C: -2.995386 5.775734 -0.317738  -0.47
C: -2.243485 6.157537 -1.596257  -0.58
O: -2.946547 7.141314 -2.338064  -0.58
C: -1.604141 -0.303741 1.958078  -0.80
C: -1.720343 -1.228481 0.770144  -1.06
N: -0.533043 -1.165710 -0.066073  0.23
O: 0.577781 -1.574968 0.718562  0.22
C: 0.847143 -2.984973 0.545452  -1.28
C: 0.675509 -3.747657 1.866019  1.57
C: 0.077801 -5.140556 1.641706  -1.88
C: 1.955328 -3.686556 2.731633  -1.24
C: 3.049221 -4.761322 2.555234  0.61
C: 2.724120 -6.051773 3.342039  -1.44
C: 3.459880 -5.021117 1.093966  -1.42
C: -0.209308 0.157800 -0.589612  0.47
Br: -1.590272 0.528654 -1.949587  0.01
C: 1.120479 0.087656 -1.345880  -0.86
C: 1.163627 -1.010674 -2.429089  -0.78
C: 1.273015 -0.469592 -3.864265  -0.50
C: 0.519901 -1.329603 -4.881997  -0.56
N: 0.610974 -0.736660 -6.222809  -0.60
H: 0.715181 5.242365 0.051368  0.24
H: 0.120485 5.303417 -1.620689  0.60
H: -0.982263 4.899556 -0.281464  -0.16
H: 0.165787 2.958935 -1.867530  0.35
H: 1.357120 3.064626 -0.566965  0.47
H: 1.058926 0.470137 2.047864  0.30
H: 1.897224 1.255923 0.749459  0.40
H: -1.241427 1.701309 2.285440  0.62
H: -3.564793 1.041795 1.386939  0.38
H: -2.789839 1.729662 -0.083533  0.41
H: -3.862986 4.652487 1.657497  0.43
H: -4.585953 3.368716 0.635171  0.30
H: -4.017626 6.162315 -0.394437  0.46
H: -2.526697 6.207596 0.575798  0.35
H: -2.075681 5.245119 -2.180043  0.35
H: -1.266648 6.585259 -1.354478  0.28
H: -3.421751 6.721715 -3.061350  0.34
H: -0.720048 -0.554436 2.546507  0.40
H: -2.471460 -0.340155 2.619061  0.55
H: -2.589614 -0.987455 0.151878  0.45
H: -1.845636 -2.257633 1.115113  0.61
H: 0.182125 -3.363387 -0.236976  0.44
H: 1.872633 -3.046437 0.172745  0.29
H: -0.083906 -3.177875 2.424198  0.07
H: 0.773710 -5.838214 1.172498  0.29
H: -0.235746 -5.579239 2.592854  0.39
H: -0.818559 -5.071515 1.015326  0.49
H: 2.412882 -2.704639 2.538730  0.25
H: 1.670236 -3.678772 3.789372  0.47
H: 3.933964 -4.327727 3.035978  0.41
H: 3.152972 -5.998561 4.347345  0.36
H: 1.651918 -6.204940 3.474880  0.30
H: 3.142459 -6.937014 2.858890  0.37
H: 4.202041 -4.292027 0.756773  0.31
H: 3.926179 -6.006442 1.001811  0.43
H: 2.623977 -5.008226 0.391600  0.25
H: 1.311485 1.053934 -1.818442  0.51
H: 1.927147 -0.085097 -0.637062  0.51
H: 2.025805 -1.649408 -2.217335  0.37
H: 0.274816 -1.644441 -2.353022  0.35
H: 2.320222 -0.394915 -4.171621  0.35
H: 0.860346 0.545643 -3.923177  0.17
H: -0.526207 -1.406230 -4.555603  0.33
H: 0.927252 -2.346524 -4.887059  0.34
H: 0.959192 -1.406497 -6.897013  0.24
H: -0.307853 -0.472733 -6.556781  0.23

Force components x, y, z for each atom (eV/Å):
C 0.2 -0.3 0.4
C 0.3 0.1 -0.1
O 0.3 -0.2 -0.1
C 0.0 0.3 0.0
C -0.1 -0.2 0.2
C -1.8 -1.0 -0.9
O 1.9 1.2 0.5
F 0.0 -0.1 0.2
N 0.0 -0.7 0.0
C 0.0 0.1 -0.1
O -0.3 0.0 0.3
C -0.2 0.0 0.0
O -0.4 0.1 -0.1
C -0.2 0.2 0.0
C -0.2 0.5 -0.3
O 0.0 -0.1 0.0
C 0.0 0.1 0.2
C -0.2 0.0 0.0
N 0.1 0.0 0.0
O 0.0 0.0 0.2
C 0.1 -0.2 -0.3
C -0.1 0.1 0.1
C -0.1 0.0 0.1
C 0.1 0.2 -0.1
C 0.0 0.0 0.0
C 0.0 0.1 0.1
C 0.0 -0.1 0.0
C -0.1 0.1 0.2
Br 0.0 -0.1 -0.1
C 0.2 0.1 -0.2
C 0.1 0.0 -0.1
C -0.1 0.0 0.0
C 0.1 0.1 0.0
N -0.2 -0.2 0.0
H 0.0 -0.1 -0.1
H 0.2 -0.2 0.2
H 0.8 -0.3 -0.2
H -0.1 0.0 0.1
H -0.1 0.0 0.0
H -0.1 0.0 -0.2
H 0.0 0.1 0.0
H 0.1 0.1 -0.1
H 0.1 0.0 -0.1
H 0.0 0.1 0.1
H 0.1 0.0 -0.1
H 0.1 0.1 0.1
H 0.1 -0.1 0.0
H -0.1 0.0 -0.1
H -0.1 0.1 0.0
H -0.5 0.1 -0.2
H 0.0 0.0 0.1
H -0.1 0.0 -0.1
H 0.0 0.0 -0.1
H 0.1 0.0 0.0
H 0.1 0.1 -0.1
H 0.0 0.1 0.1
H -0.1 0.0 0.0
H 0.1 -0.1 -0.1
H -0.1 0.1 0.0
H 0.1 0.0 -0.1
H 0.1 0.0 0.0
H -0.1 -0.1 0.1
H 0.0 0.0 -0.1
H -0.1 -0.1 0.0
H -0.1 0.0 -0.1
H 0.1 -0.1 -0.1
H 0.0 0.1 0.0
H -0.2 0.0 0.0
H 0.0 0.1 0.0
H 0.1 0.0 0.1
H -0.1 0.0 0.1
H -0.1 0.0 0.1
H -0.2 -0.1 0.0
H 0.1 0.0 0.1
H -0.1 0.1 0.0
H 0.0 -0.1 0.0
H 0.1 -0.1 0.0
H 0.0 0.1 0.1
H 0.1 0.1 0.1
H 0.1 0.1 0.0

[4]
Computed, not measured: the molecule C3H6N4O in a non-equilibrium geometry, with ωB97M-V with the def2-TZVPD basis set.

Calculated values
SMILES: CN/N=C(/C#N)NO
total energy: -11212.351 eV
orbital gap: 9.68 eV
ΔE to the lowest compared entry with this formula, charge and spin: 4.4252 eV
net charge: 0
E_HOMO: -9.3 eV

Each line ends with the Mulliken charge.
Geometry (Å):
C: -2.364649 -0.802563 0.005629  -0.62
N: -1.154139 0.020511 -0.325281  -0.23
N: 0.010538 -0.755616 -0.294234  -0.33
C: 1.144186 -0.279376 0.041666  0.41
C: 2.290534 -1.162917 -0.139228  0.23
N: 3.280319 -1.727151 -0.209364  -0.40
N: 1.309219 1.047546 0.536890  -0.39
O: 1.450430 1.928678 -0.536659  -0.36
H: -2.336689 -1.072606 1.127584  0.25
H: -2.397599 -1.636618 -0.655340  0.27
H: -3.237118 -0.190799 -0.299040  0.28
H: -0.937645 0.922052 0.189356  0.28
H: 2.163325 1.152686 1.051083  0.30
H: 0.779283 2.556171 -0.493056  0.31

Force components x, y, z for each atom (eV/Å):
C 0.6 2.0 1.4
N 2.3 -0.2 0.9
N -1.6 0.1 -0.5
C -0.4 -0.1 -0.1
C -1.0 1.2 0.5
N 0.8 -0.6 -0.1
N -0.5 -0.5 0.3
O 2.2 -1.0 -1.4
H -0.5 0.2 -1.9
H 0.4 -0.9 -0.2
H 0.4 -0.2 0.7
H -1.1 -1.4 -0.4
H 0.4 -0.2 0.3
H -2.0 1.6 0.4